No. 1
Computed, not measured: the molecule C20H21N3O4 in a non-equilibrium geometry, with ωB97M-V with the def2-TZVPD basis set.

XYZ file:
```
48
Properties=species:S:1:pos:R:3:forces:R:3:mulliken_charge:R:1
C 2.09120 4.38185 1.30345 -0.2 0.1 0.1 -1.44
H 2.79824 5.11807 1.67786 0.1 0.0 0.0 0.45
H 2.45595 4.01214 0.34716 0.1 0.0 -0.1 0.23
H 2.05833 3.54716 1.99895 0.1 -0.1 0.1 0.37
C 0.70613 5.00343 1.14806 0.0 -0.1 -0.2 0.79
C 0.74297 6.17772 0.17122 -0.1 -0.1 0.3 -1.49
H 1.14525 5.87191 -0.79249 0.1 0.0 -0.2 0.30
H 1.38011 6.96805 0.56045 0.1 0.1 0.0 0.42
H -0.25372 6.58733 0.02000 -0.1 0.1 -0.1 0.37
H 0.37618 5.37599 2.12353 0.0 0.0 0.0 0.27
C -0.31869 3.94336 0.71378 0.0 0.2 0.5 -1.17
N 0.01801 3.32463 -0.54547 0.0 0.4 -0.1 -0.16
C 0.39752 2.03779 -0.65035 -0.1 0.1 -0.1 0.83
O 0.38654 1.28607 0.32307 0.1 -0.1 0.2 -0.82
C 0.77843 1.58604 -2.01650 0.1 -0.3 -0.2 0.58
C 1.28718 2.48288 -2.95410 0.0 -0.1 0.0 -0.47
C 1.60992 2.07859 -4.23433 0.0 0.1 -0.1 -0.99
C 1.41834 0.75608 -4.60375 0.0 0.2 0.1 -0.55
C 0.94520 -0.16130 -3.68907 0.0 -0.2 -0.1 -0.67
C 0.64270 0.22885 -2.38352 0.1 0.2 -0.3 0.26
N 0.21780 -0.67379 -1.42500 -0.1 0.1 0.6 0.05
C -0.10615 -1.99185 -1.55834 0.0 0.0 -0.2 0.35
O -0.09690 -2.61466 -2.60379 0.0 0.0 -0.1 -0.71
C -0.48911 -2.60417 -0.26430 -0.2 -0.6 0.1 -0.79
C -0.83427 -3.89487 -0.21842 0.2 0.6 -0.4 -0.32
C -1.23237 -4.65836 0.94975 -0.2 -0.4 0.5 1.17
C -1.38054 -4.08339 2.21144 -0.1 -0.1 0.2 -0.63
C -1.76368 -4.86965 3.28596 0.1 -0.5 -1.2 0.03
C -2.00680 -6.23154 3.14540 0.0 0.2 0.2 -0.55
C -1.86197 -6.80459 1.89529 0.0 0.1 0.1 -0.49
C -1.48256 -6.02896 0.81407 0.1 0.3 0.0 -0.65
H -1.37300 -6.48575 -0.15844 0.0 0.0 -0.1 0.40
H -2.04682 -7.85961 1.76397 0.0 -0.1 0.0 0.40
H -2.30261 -6.80970 4.00681 0.0 0.0 0.0 0.47
N -1.91611 -4.25711 4.58457 -0.1 0.3 0.5 1.04
O -1.71178 -3.06554 4.67341 0.0 0.3 0.1 -0.61
O -2.24063 -4.97169 5.50865 -0.1 -0.1 0.2 -0.63
H -1.20702 -3.03156 2.37581 0.0 0.0 0.0 0.56
H -0.81107 -4.43897 -1.15550 0.0 0.0 -0.1 0.43
H -0.46831 -1.96815 0.60747 0.0 0.0 0.2 0.28
H 0.17748 -0.25193 -0.49128 0.0 -0.2 -0.2 0.23
H 0.81299 -1.19427 -3.96410 0.0 0.0 0.0 0.50
H 1.65602 0.43520 -5.60668 0.0 0.0 -0.1 0.40
H 2.00907 2.79105 -4.94008 0.0 0.1 0.0 0.40
H 1.46919 3.51164 -2.67621 0.0 0.1 0.0 0.45
H -0.01061 3.90558 -1.36649 0.0 -0.2 0.0 0.25
H -0.35479 3.14066 1.45380 -0.1 0.1 -0.1 0.43
H -1.31127 4.39936 0.63430 0.0 -0.1 0.0 0.42
```
Forces are in eV/Å.

Results
HOMO level: -8.6 eV
F_max: 0.0254 Eh/bohr
E_tot: -1239.9129 Ha
LUMO level: -0.5 eV
HOMO-LUMO gap: 0.295 hartree
ΔE to the lowest compared entry with this formula, charge and spin: 349.3 kJ/mol


No. 2
Computed, not measured: the molecule C20H21N3O4 in a non-equilibrium geometry, with ωB97M-V with the def2-TZVPD basis set.

XYZ file:
```
48
Properties=species:S:1:pos:R:3:forces:R:3:mulliken_charge:R:1
C 1.47016 -2.66491 0.21048 -0.7 0.5 0.9 0.52
C 2.34455 -1.57988 -0.36852 0.5 0.3 0.3 -0.05
C 0.28275 -2.96145 -0.68599 0.2 -1.0 -0.4 -1.55
C -0.64600 -1.82852 -0.87415 -0.5 1.8 -0.6 1.06
C -0.41553 -0.57173 -1.46946 3.1 -3.0 -0.8 -0.96
C -1.98717 -1.68600 -0.37444 -0.1 -1.9 1.1 0.70
C -2.39836 -0.40340 -0.65294 -3.7 0.2 1.0 -0.57
C -2.88329 -2.53416 0.34797 -0.6 1.8 -0.1 -0.35
C -3.68681 0.03863 -0.25628 1.2 1.3 -1.2 -0.56
C -4.12943 -2.03080 0.77121 1.2 -2.7 1.1 -0.62
C -4.54174 -0.78032 0.44814 0.8 2.4 -0.8 -0.72
C 2.96114 0.80193 -0.11066 0.8 -1.5 -0.7 0.04
C 4.48847 0.55624 0.14230 1.0 1.9 1.0 0.37
C 2.41549 1.91245 0.70722 -0.1 -0.1 2.5 -1.57
C 0.97292 2.19694 0.46168 -1.7 0.4 -0.7 0.32
C 0.66459 3.17808 -0.46341 -0.1 -0.2 -0.1 -0.35
C -0.15827 1.59702 1.04442 1.5 -0.8 2.3 0.28
C -0.62779 3.52943 -0.83610 -0.8 -1.5 2.7 -1.24
C -1.41352 2.14938 1.02663 -2.3 -0.4 -1.6 -0.55
C -1.72059 3.05266 -0.01287 2.4 0.9 -0.9 0.81
H 0.26205 -2.95294 1.77650 -1.6 -0.4 -0.2 0.24
H 1.60834 -2.58633 2.31026 0.8 0.4 -0.5 0.21
H 2.08209 -3.50469 0.30221 1.1 -1.6 -0.4 0.57
H 0.76056 -3.28543 -1.58509 0.2 0.1 -1.2 0.45
H -0.22515 -3.90943 -0.40722 0.0 0.7 0.4 0.49
H 0.41787 -0.24247 -2.12070 -0.4 -0.3 0.8 0.41
H -1.42904 1.17406 -1.79693 -0.5 -1.7 1.2 0.42
H -2.57052 -3.50163 0.62850 0.2 -1.0 0.3 0.47
H -3.88354 1.08239 -0.56688 -0.5 -0.7 0.5 0.31
H -4.74149 -2.58583 1.50784 0.4 0.0 -0.8 0.30
H -5.42412 -0.31978 0.82370 -0.8 -0.1 0.2 0.43
H 1.76381 -0.53795 1.17339 0.1 0.7 -0.5 0.36
H 2.75828 0.98565 -1.18970 0.3 -0.3 0.5 0.39
H 2.47253 1.54666 1.78010 0.4 0.8 -1.0 0.36
H 3.00726 2.84182 0.60049 -0.2 -0.6 0.1 0.45
H 1.52012 3.65270 -0.89140 0.2 0.5 -0.7 0.42
H -0.03455 0.73025 1.73533 0.1 0.7 -0.5 0.10
H -0.73045 4.15049 -1.66853 -0.6 1.1 -1.0 0.45
H -2.29853 1.64126 1.50744 1.3 0.7 -0.2 0.37
H -3.00111 4.14534 -0.91540 0.1 0.2 -0.2 0.30
H 4.52301 -0.59505 -1.33748 0.0 -0.3 -0.1 0.45
N 0.99281 -2.33023 1.54052 0.3 0.6 1.2 -0.74
N -1.43980 0.23082 -1.31988 -0.2 3.7 -2.0 0.19
N 2.28147 -0.42508 0.29211 -0.5 -0.2 0.4 0.00
O 3.09854 -1.77770 -1.31496 -0.2 -0.1 -0.7 -0.78
O 5.05118 1.07202 1.10119 -1.0 -1.0 -1.4 -0.60
O -2.99193 3.46230 -0.24480 -0.3 -0.4 0.4 -0.51
O 5.17872 -0.13283 -0.77588 -0.7 0.2 0.4 -0.51
```
Forces are in eV/Å.

Results
HOMO level: -7.8 eV
F_max: 0.0853 Eh/bohr
E_tot: -1239.9692 Ha
LUMO level: 0.4 eV
HOMO-LUMO gap: 0.300 hartree
ΔE to the lowest compared entry with this formula, charge and spin: 201.3 kJ/mol